Record 1
C10H21NOP | the ωB97M-V functional and the def2-TZVPD basis

As for the spin multiplicity: 1. The charge is +1. The calculation puts the lowest unoccupied orbital energy (alpha / beta) at -4.37 / -4.37 eV.

Cartesian coordinates (Å):
1 C -1.72 2.63 0.94
2 C -0.47 2.27 0.68
3 C 1.33 0.27 2.37
4 C 0.50 0.65 3.32
5 C 1.21 -2.98 2.09
6 C 0.67 0.62 -3.51
7 C -0.94 -1.04 -3.29
8 C -1.66 -0.65 -0.41
9 C -0.27 1.79 -0.77
10 C 1.44 -1.73 1.17
11 N -0.29 -0.09 -2.69
12 O 0.74 -0.56 1.33
13 P -0.02 -0.05 -0.94
14 H -1.97 2.94 1.86
15 H -2.57 2.63 0.28
16 H 0.17 2.30 1.52
17 H 2.33 0.59 2.16
18 H -0.46 0.19 3.45
19 H 1.93 -3.84 1.80
20 H 1.55 -2.59 3.15
21 H 0.22 -3.27 2.03
22 H 1.69 0.03 -3.69
23 H 0.27 0.76 -4.56
24 H 0.83 1.60 -3.13
25 H -0.78 -1.37 -4.33
26 H 0.80 1.50 4.03
27 H -1.70 -1.39 -2.69
28 H -1.79 -0.46 0.75
29 H -1.73 -1.77 -0.52
30 H -2.52 0.06 -0.89
31 H 0.52 2.36 -1.18
32 H -1.04 2.29 -1.41
33 H 1.17 -2.16 0.03
34 H 2.59 -1.57 1.07


Record 2
C10H21NSi | the ωB97M-V functional and the def2-TZVPD basis

As for the spin multiplicity: 1. The charge is 0. The calculation puts the lowest unoccupied orbital energy at 0.13 eV.

Cartesian coordinates (Å):
1 C 1.51 -0.25 -1.98
2 C -0.65 2.06 -0.58
3 C 0.29 1.85 1.71
4 C 1.72 2.68 -0.16
5 C -0.70 -3.01 -0.46
6 C -1.93 -1.47 1.11
7 C -2.12 -1.17 -1.41
8 C 2.56 -0.79 0.88
9 C 0.60 1.70 0.22
10 C -1.31 -1.65 -0.24
11 N 1.63 -0.39 -3.11
12 Si 1.14 -0.11 -0.16
13 H -0.48 1.92 -1.65
14 H -1.48 1.44 -0.28
15 H -0.92 3.10 -0.42
16 H -0.03 2.87 1.94
17 H 1.15 1.62 2.33
18 H -0.52 1.18 2.00
19 H 1.40 3.70 0.06
20 H 2.63 2.49 0.40
21 H 1.94 2.62 -1.22
22 H -0.14 -3.04 -1.39
23 H -0.03 -3.28 0.36
24 H -1.48 -3.78 -0.51
25 H -2.77 -2.17 1.24
26 H -2.32 -0.46 1.24
27 H -1.21 -1.67 1.90
28 H -2.58 -0.20 -1.21
29 H -1.52 -1.10 -2.31
30 H -2.93 -1.88 -1.61
31 H 3.04 -1.63 0.38
32 H 3.32 -0.04 1.08
33 H 2.20 -1.15 1.85


The records above yield F_max values of 6.15 2.58 eV Å⁻¹, respectively.
The records above yield DFT total energy values of -864.54633 -737.81710 Eh, respectively.
The records above yield energy relative to the best compared isomer or geometry (same formula, charge and spin) values of 218.81 240.90 kJ/mol, respectively.